No. 1
Computed, not measured: C4H6F2N2 in the gas phase at a distorted geometry, with ωB97M-V/def2-TZVPD.

```
14
Properties=species:S:1:pos:R:3:nbo_charge:R:1
C -1.682 0.099 0.987 -0.400
N -0.875 0.072 -0.328 -0.278
C -0.009 1.105 -0.578 -0.083
C 1.256 0.676 -0.551 0.270
F 2.394 1.431 -0.737 -0.320
C 1.281 -0.804 -0.307 0.245
F 1.783 -1.085 1.017 -0.390
N -0.064 -1.136 -0.393 -0.444
H -2.620 -0.229 0.757 0.200
H -1.128 -0.594 1.698 0.221
H -1.680 1.111 1.325 0.197
H -0.404 2.171 -0.612 0.232
H 1.893 -1.374 -0.898 0.183
H -0.146 -1.442 -1.379 0.368
```

## Properties
maximum force = 4.3 eV Å⁻¹
E_LUMO = 0.9 eV
Kohn-Sham gap = 9.69 eV
calculated total energy = -12657.952 eV
SMILES string = CN1C=C(F)[C@@H](F)N1
energy above the lowest of the compared OMol25 structures with the same formula, charge and spin = 50.4 kcal/mol
2S+1 = 1
net charge = 0

---

No. 2
Computed, not measured: C5H8N2O in the gas phase at a distorted geometry, with ωB97M-V/def2-TZVPD.

```
16
Properties=species:S:1:pos:R:3:nbo_charge:R:1
C 0.488 1.633 -0.225 -0.301
N -0.738 1.742 -0.961 -0.571
C -1.501 0.598 -0.334 -0.252
C -0.475 -0.489 -0.619 -0.309
C -0.145 -1.890 0.112 -0.087
O 0.934 -1.682 1.002 -0.384
N 1.282 -0.285 0.984 -0.084
C 0.659 0.247 -0.050 0.182
H 1.324 2.304 -0.666 0.231
H 0.332 1.939 0.810 0.207
H -1.334 2.565 -0.371 0.360
H -2.599 0.361 -0.609 0.230
H -1.424 0.542 0.829 0.165
H -0.538 -0.428 -1.807 0.232
H -0.200 -2.738 -0.489 0.206
H -0.996 -1.888 0.823 0.173
```

## Properties
maximum force = 6.7 eV Å⁻¹
E_LUMO = 0.9 eV
Kohn-Sham gap = 9.77 eV
calculated total energy = -10337.444 eV
SMILES string = C1NC[C@@H]2CON=C12
energy above the lowest of the compared OMol25 structures with the same formula, charge and spin = 121.8 kcal/mol
2S+1 = 1
net charge = 0

---

No. 3
Computed, not measured: a molecular structure, C24H51ClO16S5Si2 at a distorted geometry, with ωB97M-V/def2-TZVPD.

```
99
Properties=species:S:1:pos:R:3:mulliken_charge:R:1
O 1.487 1.365 -1.243 -0.520
C 2.489 0.854 -0.755 0.107
C 2.404 -0.541 -0.164 -0.424
Si 0.859 -1.349 -0.928 0.365
O -0.546 -0.627 -0.343 0.099
Si -1.951 -1.298 -0.959 0.148
C -3.389 -0.191 -0.411 -0.690
C -4.165 0.338 -1.651 -0.882
C -4.398 1.841 -1.638 -0.876
C -5.471 2.264 -0.634 -0.567
S -5.194 4.019 -0.282 1.118
O -4.743 4.657 -1.475 -0.522
O -4.151 4.094 0.728 -0.600
Cl -6.985 4.794 0.294 -0.245
C 3.771 1.638 -0.789 0.500
C 4.402 2.144 0.310 -0.212
C 5.542 2.881 0.162 -0.556
C 6.069 3.123 -1.069 -0.399
C 5.465 2.588 -2.175 -0.653
C 4.328 1.858 -2.017 -0.316
H 3.304 -1.117 -0.398 0.238
H 2.271 -0.544 0.921 0.326
H 0.767 -2.791 -0.626 -0.206
H 0.891 -1.098 -2.381 -0.179
H -1.877 -1.411 -2.432 -0.172
H -2.065 -2.676 -0.421 -0.153
H -2.948 0.626 0.162 0.382
H -3.999 -0.806 0.251 0.466
H -3.557 0.135 -2.533 0.437
H -5.084 -0.230 -1.811 0.314
H -4.700 2.170 -2.632 0.371
H -3.466 2.369 -1.434 0.510
H -6.480 2.218 -1.040 0.467
H -5.400 1.704 0.297 0.334
H 4.009 1.970 1.304 0.389
H 6.005 3.296 1.046 0.376
H 6.958 3.731 -1.155 0.388
H 5.884 2.746 -3.158 0.401
H 3.863 1.446 -2.904 0.395
O 4.955 -3.012 -1.114 -0.554
S 6.113 -3.788 -0.780 1.182
O 7.240 -3.178 -0.147 -0.640
O 6.598 -4.564 -2.083 -0.303
C 6.871 -3.791 -3.268 -0.291
C 8.170 -3.016 -3.170 -0.992
C 5.628 -5.194 0.157 -1.087
H 6.029 -3.129 -3.481 0.268
H 6.932 -4.510 -4.083 0.271
H 8.116 -2.244 -2.403 0.299
H 8.393 -2.531 -4.121 0.387
H 8.994 -3.680 -2.907 0.269
H 4.789 -5.678 -0.334 0.367
H 5.335 -4.842 1.143 0.417
H 6.473 -5.871 0.244 0.391
O -3.736 10.000 -3.325 -0.639
S -4.973 9.800 -4.015 1.256
O -6.173 10.431 -3.562 -0.618
O -5.229 8.240 -4.172 -0.274
C -5.224 7.425 -2.977 -0.332
C -6.478 7.613 -2.146 -0.590
C -4.756 10.161 -5.725 -0.939
H -4.326 7.626 -2.393 0.341
H -5.161 6.395 -3.320 0.188
H -6.535 8.620 -1.735 0.355
H -6.488 6.908 -1.314 -0.016
H -7.370 7.458 -2.754 0.296
H -3.861 9.660 -6.082 0.314
H -4.647 11.240 -5.814 0.370
H -5.636 9.828 -6.268 0.312
O 4.839 -7.698 1.897 -0.530
S 4.245 -8.451 2.960 1.152
O 4.992 -8.769 4.135 -0.608
O 3.624 -9.785 2.356 -0.299
C 4.488 -10.652 1.593 -0.301
C 5.454 -11.426 2.468 -0.989
C 2.730 -7.696 3.440 -0.982
H 5.017 -10.073 0.834 0.276
H 3.829 -11.343 1.072 0.281
H 6.169 -10.763 2.954 0.303
H 6.013 -12.144 1.868 0.385
H 4.918 -11.958 3.253 0.266
H 2.144 -7.478 2.552 0.322
H 2.982 -6.776 3.964 0.371
H 2.198 -8.370 4.106 0.344
O -6.511 1.993 3.791 -0.694
S -5.124 2.187 4.098 1.262
O -4.106 1.410 3.460 -0.578
O -4.938 2.086 5.677 -0.288
C -5.401 0.893 6.338 -0.356
C -4.493 -0.297 6.094 -0.972
C -4.730 3.885 3.909 -0.625
H -6.428 0.676 6.037 0.322
H -5.417 1.130 7.400 0.274
H -4.505 -0.598 5.047 0.288
H -4.816 -1.148 6.694 0.387
H -3.462 -0.052 6.350 0.260
H -5.481 4.482 4.420 0.327
H -4.729 4.102 2.838 0.109
H -3.741 4.064 4.322 0.329
```

## Properties
maximum force = 3.6 eV Å⁻¹
E_LUMO = -0.1 eV
Kohn-Sham gap = 9.27 eV
calculated total energy = -140928.732 eV
2S+1 = 1
net charge = 0

---

No. 4
Computed, not measured: a molecular structure, C8H21NO, with ωB97M-V/def2-TZVPD.

```
31
Properties=species:S:1:pos:R:3:nbo_charge:R:1
C 0.316 2.093 -0.136 0.295
C -1.468 0.422 -0.191 -0.536
C 0.536 2.278 1.325 -0.702
C -2.486 1.305 0.521 -0.614
C -1.597 0.435 -1.708 -0.623
N 1.269 1.569 -0.889 -0.744
H -0.394 2.746 -0.629 0.200
H -1.681 -0.606 0.142 0.226
H 1.659 0.698 -0.467 0.464
H 1.090 1.517 -1.882 0.392
H -0.408 2.406 1.848 0.237
H 1.079 1.434 1.746 0.271
H 1.124 3.194 1.462 0.237
H -2.379 1.242 1.607 0.208
H -2.549 0.011 -2.045 0.208
H -2.405 2.362 0.242 0.180
H -3.512 1.001 0.283 0.202
H -1.546 1.449 -2.122 0.179
H -0.802 -0.155 -2.175 0.204
C 0.834 -1.929 0.307 0.116
C 1.482 -2.653 1.490 -0.618
C 1.483 -2.343 -1.020 -0.627
O 0.912 -0.547 0.500 -0.901
H -0.227 0.103 0.221 0.420
H -0.226 -2.248 0.267 0.130
H 0.996 -2.352 2.419 0.208
H 0.996 -1.833 -1.856 0.194
H 2.538 -2.379 1.556 0.199
H 1.409 -3.740 1.391 0.195
H 2.540 -2.060 -1.017 0.197
H 1.415 -3.421 -1.193 0.202
```

## Properties
maximum force = 0.4 eV Å⁻¹
E_LUMO = 0.5 eV
Kohn-Sham gap = 8.11 eV
calculated total energy = -12171.261 eV
energy above the lowest of the compared OMol25 structures with the same formula, charge and spin = 68.4 kcal/mol
2S+1 = 1
net charge = 0

---

No. 5
Computed, not measured: 2 unconnected molecules or ions with the total composition C2H5NS at a distorted geometry, with ωB97M-V/def2-TZVPD.

```
9
Properties=species:S:1:pos:R:3:nbo_charge:R:1
C 1.027 -1.054 0.857 -0.219
C 0.480 -2.115 0.844 -0.268
H 1.046 -0.010 0.611 0.248
H 0.382 -3.095 1.215 0.227
N -0.675 0.745 -0.524 -1.008
S -0.654 2.367 -0.869 0.174
H -1.033 0.208 -1.334 0.382
H -1.185 0.540 0.345 0.388
H 0.613 2.415 -1.146 0.077
```

## Properties
maximum force = 2.1 eV Å⁻¹
E_LUMO = 0.8 eV
Kohn-Sham gap = 9.90 eV
calculated total energy = -14477.059 eV
SMILES string = C#C.NS
energy above the lowest of the compared OMol25 structures with the same formula, charge and spin = 75.6 kcal/mol
2S+1 = 1
net charge = 0

---

No. 6
Computed, not measured: a molecular structure, C29H31BrFMnO2PS2Si, with ωB97M-V/def2-TZVPD.

```
69
Properties=species:S:1:pos:R:3:nbo_charge:R:1
Mn -0.216 0.122 0.839 0.462
C 5.669 0.506 2.806 -0.629
C 4.625 1.459 2.262 -0.065
O 3.351 1.224 2.875 -0.823
P 2.220 0.379 2.097 1.643
S 0.584 0.386 3.169 -0.466
S 1.940 0.985 0.229 -0.500
O 2.868 -1.095 1.965 -0.849
C 2.859 -1.999 3.086 -0.060
C 1.845 -3.095 2.844 -0.637
H 6.650 0.748 2.393 0.206
H 5.426 -0.521 2.536 0.216
H 5.724 0.579 3.893 0.208
H 4.537 1.370 1.176 0.194
H 4.879 2.495 2.492 0.184
H 2.633 -1.451 4.003 0.191
H 3.873 -2.397 3.163 0.172
H 0.838 -2.680 2.786 0.241
H 1.881 -3.824 3.656 0.203
H 2.064 -3.608 1.906 0.208
F -5.345 -1.236 -3.809 -0.350
C -4.145 -1.052 -3.189 0.357
C -3.699 -2.006 -2.297 -0.311
C -2.484 -1.806 -1.660 -0.142
C -1.711 -0.663 -1.890 -0.057
C -0.449 -0.411 -1.157 -0.715
C -2.189 0.253 -2.833 -0.199
C -3.404 0.074 -3.478 -0.281
H -4.301 -2.885 -2.103 0.217
H -2.142 -2.534 -0.935 0.219
H 0.211 0.222 -1.754 0.196
H 0.081 -1.363 -0.973 0.195
H -1.602 1.133 -3.062 0.219
H -3.775 0.799 -4.192 0.218
Br -1.913 -1.388 1.649 -0.515
C -0.256 5.106 3.856 -0.226
C -1.103 4.045 4.155 -0.240
C -1.494 3.170 3.156 -0.126
C -1.067 3.331 1.834 -0.531
C -0.224 4.404 1.556 -0.195
C 0.183 5.281 2.553 -0.212
Si -1.572 2.060 0.522 1.362
C -3.455 1.883 0.693 -0.535
C -4.139 0.809 0.120 -0.171
C -5.525 0.758 0.109 -0.215
C -6.266 1.783 0.684 -0.221
C -5.608 2.854 1.269 -0.253
C -4.219 2.901 1.267 -0.144
C -1.370 2.946 -1.155 -0.516
C -2.487 3.427 -1.842 -0.195
C -2.372 4.034 -3.085 -0.217
C -1.125 4.184 -3.674 -0.227
C 0.002 3.734 -3.002 -0.245
C -0.124 3.125 -1.761 -0.145
H 0.061 5.788 4.636 0.199
H -1.448 3.894 5.171 0.202
H -2.140 2.334 3.409 0.208
H 0.124 4.564 0.541 0.212
H 0.845 6.104 2.309 0.198
H -3.583 -0.011 -0.316 0.238
H -6.024 -0.087 -0.350 0.207
H -7.349 1.743 0.679 0.199
H -6.174 3.658 1.725 0.199
H -3.724 3.754 1.720 0.202
H -3.474 3.301 -1.412 0.222
H -3.261 4.380 -3.600 0.203
H -1.032 4.648 -4.649 0.201
H 0.983 3.849 -3.449 0.203
H 0.767 2.772 -1.260 0.208
```

## Properties
maximum force = 0.5 eV Å⁻¹
E_LUMO (spin up / spin down) = 2.5 / 2.6 eV
Kohn-Sham gap (spin up / spin down) = 7.45 / 7.04 eV
calculated total energy = -177594.377 eV
energy above the lowest of the compared OMol25 structures with the same formula, charge and spin = 0.0 kcal/mol
2S+1 = 3
⟨S²⟩ = 2.2311
net charge = -1

---

No. 7
Computed, not measured: a molecular structure, C6H9N, with ωB97M-V/def2-TZVPD.

```
16
Properties=species:S:1:pos:R:3:nbo_charge:R:1
C 2.032 -0.129 -0.005 -0.422
N 0.651 -0.512 -0.284 -0.425
C -0.242 -0.130 0.860 -0.115
C -0.612 1.182 0.137 -0.396
C -0.525 0.230 -1.061 -0.095
C -1.599 -0.813 -0.760 -0.203
C -1.389 -1.077 0.531 -0.178
H 2.280 -0.717 0.895 0.204
H 2.724 -0.457 -0.788 0.205
H 2.249 0.923 0.254 0.161
H 0.206 -0.110 1.854 0.205
H 0.220 1.896 0.098 0.201
H -1.559 1.681 0.375 0.206
H -0.485 0.593 -2.093 0.212
H -2.230 -1.322 -1.483 0.219
H -1.689 -1.929 1.131 0.221
```

## Properties
maximum force = 0.6 eV Å⁻¹
E_LUMO = 1.2 eV
Kohn-Sham gap = 9.51 eV
calculated total energy = -7854.672 eV
energy above the lowest of the compared OMol25 structures with the same formula, charge and spin = 80.4 kcal/mol
2S+1 = 1
net charge = 0

---

No. 8
Computed, not measured: a molecular structure, C2H6NP at a distorted geometry, with ωB97M-V/def2-TZVPD.

```
10
Properties=species:S:1:pos:R:3:nbo_charge:R:1
C 1.851 0.380 0.317 -0.691
C 0.209 -0.729 -0.101 0.187
N -1.095 -0.793 -0.114 -0.756
P -2.287 0.378 0.203 0.505
H 1.419 1.259 0.899 0.208
H 2.125 0.818 -0.715 0.242
H 0.731 -1.614 -0.472 0.144
H 2.310 -0.324 1.038 0.234
H -3.214 -0.534 -0.094 -0.042
H -2.048 1.158 -0.961 -0.031
```

## Properties
maximum force = 5.1 eV Å⁻¹
E_LUMO = 0.8 eV
Kohn-Sham gap = 9.01 eV
calculated total energy = -12946.245 eV
energy above the lowest of the compared OMol25 structures with the same formula, charge and spin = 57.3 kcal/mol
2S+1 = 1
net charge = 0

---

Copy entry 1 word for word.
Computed, not measured: C4H6F2N2 in the gas phase at a distorted geometry, with ωB97M-V/def2-TZVPD.

```
14
Properties=species:S:1:pos:R:3:nbo_charge:R:1
C -1.682 0.099 0.987 -0.400
N -0.875 0.072 -0.328 -0.278
C -0.009 1.105 -0.578 -0.083
C 1.256 0.676 -0.551 0.270
F 2.394 1.431 -0.737 -0.320
C 1.281 -0.804 -0.307 0.245
F 1.783 -1.085 1.017 -0.390
N -0.064 -1.136 -0.393 -0.444
H -2.620 -0.229 0.757 0.200
H -1.128 -0.594 1.698 0.221
H -1.680 1.111 1.325 0.197
H -0.404 2.171 -0.612 0.232
H 1.893 -1.374 -0.898 0.183
H -0.146 -1.442 -1.379 0.368
```

## Properties
maximum force = 4.3 eV Å⁻¹
E_LUMO = 0.9 eV
Kohn-Sham gap = 9.69 eV
calculated total energy = -12657.952 eV
SMILES string = CN1C=C(F)[C@@H](F)N1
energy above the lowest of the compared OMol25 structures with the same formula, charge and spin = 50.4 kcal/mol
2S+1 = 1
net charge = 0

---

Q: What is the calculated total energy in the eighth record?
A: -12946.245 eV